# 1
Computed, not measured: C6H16N2O as an isolated structure in a non-equilibrium geometry, with ωB97M-V/def2-TZVPD.

Energy above the lowest of the compared OMol25 structures with the same formula, charge and spin   124.55 kcal per mole
E_tot   -422.78823 Ha
Largest force on an atom   4.0 eV Å⁻¹
Molar mass   132.21 g/mol
HOMO-LUMO gap   8.38 eV

The geometry in ORCA input format:
```
! wB97M-V def2-TZVPD RIJCOSX def2/J DEFGRID3
* xyz 0 1
C 0.217 0.988 0.112
C -1.195 1.135 0.346
C -2.098 -0.687 0.521
C 0.601 -1.249 -1.424
C 1.095 1.327 1.304
C 0.753 1.634 -1.152
N 0.331 -0.829 -0.067
N 1.143 -1.554 0.807
O -2.287 -1.742 -0.352
H -1.529 -2.332 -0.247
H 1.819 -2.218 0.427
H 0.663 -2.001 1.578
H -1.497 1.395 1.355
H -1.759 1.687 -0.400
H -3.061 -0.192 0.590
H -1.728 -0.973 1.504
H 1.650 -1.087 -1.709
H 0.362 -2.315 -1.542
H -0.089 -0.738 -2.091
H 0.825 2.716 -1.016
H 1.115 2.406 1.475
H 2.117 0.982 1.135
H 0.703 0.890 2.222
H 0.090 1.477 -2.001
H 1.762 1.279 -1.373
*
```

The computed natural (NBO) charges, all in e, follow:
1. C 0.135
2. C -0.462
3. C 0.031
4. C -0.438
5. C -0.631
6. C -0.640
7. N -0.325
8. N -0.703
9. O -0.700
10. H 0.473
11. H 0.346
12. H 0.350
13. H 0.202
14. H 0.204
15. H 0.155
16. H 0.146
17. H 0.164
18. H 0.188
19. H 0.213
20. H 0.219
21. H 0.213
22. H 0.221
23. H 0.213
24. H 0.213
25. H 0.213

=====

# 2
Computed, not measured: C6H16N2O as an isolated structure in a non-equilibrium geometry, with ωB97M-V/def2-TZVPD.

Energy above the lowest of the compared OMol25 structures with the same formula, charge and spin   126.41 kcal per mole
E_tot   -422.78527 Ha
Largest force on an atom   4.0 eV Å⁻¹
Molar mass   132.21 g/mol
HOMO-LUMO gap   8.53 eV

The geometry in ORCA input format:
```
! wB97M-V def2-TZVPD RIJCOSX def2/J DEFGRID3
* xyz 0 1
C -1.284 0.151 -0.071
C 1.491 0.190 -0.575
C -2.065 1.469 -0.160
C -2.253 -1.038 -0.053
C 2.207 1.042 0.453
C 2.113 -1.191 -0.670
N -0.423 0.232 1.146
N -0.300 -0.011 -1.081
O -0.318 -0.818 2.136
H -0.136 -1.585 1.559
H -0.047 1.140 1.388
H -0.453 -0.775 -1.733
H 1.619 0.697 -1.529
H -1.394 2.330 -0.178
H -2.955 -0.978 0.785
H -2.653 1.496 -1.081
H -2.742 1.561 0.697
H -2.829 -1.064 -0.983
H -1.713 -1.989 -0.021
H 2.272 0.560 1.432
H 1.667 -1.810 -1.451
H 3.242 1.199 0.124
H 1.748 2.028 0.553
H 3.167 -1.101 -0.962
H 2.038 -1.737 0.276
*
```

The computed natural (NBO) charges, all in e, follow:
1. C 0.225
2. C 0.050
3. C -0.609
4. C -0.626
5. C -0.646
6. C -0.646
7. N -0.414
8. N -0.708
9. O -0.556
10. H 0.456
11. H 0.369
12. H 0.359
13. H 0.194
14. H 0.208
15. H 0.226
16. H 0.210
17. H 0.209
18. H 0.217
19. H 0.202
20. H 0.215
21. H 0.212
22. H 0.225
23. H 0.213
24. H 0.215
25. H 0.200

=====

Please write out number 2 again, unchanged.
Computed, not measured: C6H16N2O as an isolated structure in a non-equilibrium geometry, with ωB97M-V/def2-TZVPD.

Energy above the lowest of the compared OMol25 structures with the same formula, charge and spin   126.41 kcal per mole
E_tot   -422.78527 Ha
Largest force on an atom   4.0 eV Å⁻¹
Molar mass   132.21 g/mol
HOMO-LUMO gap   8.53 eV

The geometry in ORCA input format:
```
! wB97M-V def2-TZVPD RIJCOSX def2/J DEFGRID3
* xyz 0 1
C -1.284 0.151 -0.071
C 1.491 0.190 -0.575
C -2.065 1.469 -0.160
C -2.253 -1.038 -0.053
C 2.207 1.042 0.453
C 2.113 -1.191 -0.670
N -0.423 0.232 1.146
N -0.300 -0.011 -1.081
O -0.318 -0.818 2.136
H -0.136 -1.585 1.559
H -0.047 1.140 1.388
H -0.453 -0.775 -1.733
H 1.619 0.697 -1.529
H -1.394 2.330 -0.178
H -2.955 -0.978 0.785
H -2.653 1.496 -1.081
H -2.742 1.561 0.697
H -2.829 -1.064 -0.983
H -1.713 -1.989 -0.021
H 2.272 0.560 1.432
H 1.667 -1.810 -1.451
H 3.242 1.199 0.124
H 1.748 2.028 0.553
H 3.167 -1.101 -0.962
H 2.038 -1.737 0.276
*
```

The computed natural (NBO) charges, all in e, follow:
1. C 0.225
2. C 0.050
3. C -0.609
4. C -0.626
5. C -0.646
6. C -0.646
7. N -0.414
8. N -0.708
9. O -0.556
10. H 0.456
11. H 0.369
12. H 0.359
13. H 0.194
14. H 0.208
15. H 0.226
16. H 0.210
17. H 0.209
18. H 0.217
19. H 0.202
20. H 0.215
21. H 0.212
22. H 0.225
23. H 0.213
24. H 0.215
25. H 0.200

=====

> HOMO-LUMO gap of number 1 (C6H16N2O)?

8.38 eV

=====

> Among the records above, which one has the highest E_tot?

number 2

=====

What did the first record say?
Computed, not measured: C6H16N2O as an isolated structure in a non-equilibrium geometry, with ωB97M-V/def2-TZVPD.

Energy above the lowest of the compared OMol25 structures with the same formula, charge and spin   124.55 kcal per mole
E_tot   -422.78823 Ha
Largest force on an atom   4.0 eV Å⁻¹
Molar mass   132.21 g/mol
HOMO-LUMO gap   8.38 eV

The geometry in ORCA input format:
```
! wB97M-V def2-TZVPD RIJCOSX def2/J DEFGRID3
* xyz 0 1
C 0.217 0.988 0.112
C -1.195 1.135 0.346
C -2.098 -0.687 0.521
C 0.601 -1.249 -1.424
C 1.095 1.327 1.304
C 0.753 1.634 -1.152
N 0.331 -0.829 -0.067
N 1.143 -1.554 0.807
O -2.287 -1.742 -0.352
H -1.529 -2.332 -0.247
H 1.819 -2.218 0.427
H 0.663 -2.001 1.578
H -1.497 1.395 1.355
H -1.759 1.687 -0.400
H -3.061 -0.192 0.590
H -1.728 -0.973 1.504
H 1.650 -1.087 -1.709
H 0.362 -2.315 -1.542
H -0.089 -0.738 -2.091
H 0.825 2.716 -1.016
H 1.115 2.406 1.475
H 2.117 0.982 1.135
H 0.703 0.890 2.222
H 0.090 1.477 -2.001
H 1.762 1.279 -1.373
*
```

The computed natural (NBO) charges, all in e, follow:
1. C 0.135
2. C -0.462
3. C 0.031
4. C -0.438
5. C -0.631
6. C -0.640
7. N -0.325
8. N -0.703
9. O -0.700
10. H 0.473
11. H 0.346
12. H 0.350
13. H 0.202
14. H 0.204
15. H 0.155
16. H 0.146
17. H 0.164
18. H 0.188
19. H 0.213
20. H 0.219
21. H 0.213
22. H 0.221
23. H 0.213
24. H 0.213
25. H 0.213